# 1
C32H37BrLuN6O2S4 as an isolated structure. Source: the OMol25 dataset; level of theory: the ωB97M-V functional and the def2-TZVPD basis.

ΔE to the lowest compared entry with this formula, charge and spin: 11.83 kcal per mole
net charge: -2
gap between HOMO and LUMO (spin up / spin down): 4.22 / 5.80 eV
LUMO level (spin up / spin down): 4.054 / 4.054 eV
E: -193829.4378 eV
spin multiplicity: 2

Each line ends with the Mulliken charge.
Element x y z (Å)
Lu  -0.134  1.775  -0.041  0.702
C  -5.778  -0.109  -0.256  -0.824
S  -5.444  1.642  -0.607  -0.128
C  -3.683  1.699  -0.209  0.386
S  -2.643  0.532  -0.909  -0.483
N  -3.391  2.733  0.505  -1.207
N  -2.082  2.913  0.862  0.726
C  -1.883  4.109  1.415  -1.151
C  -0.663  4.434  2.011  0.861
C  -0.403  5.723  2.555  -0.976
C  0.756  5.961  3.233  -0.221
C  1.669  4.898  3.410  -0.978
C  1.365  3.687  2.817  -0.210
N  0.280  3.431  2.098  0.023
H  -6.763  -0.349  -0.656  0.357
H  -5.757  -0.277  0.820  0.252
H  -5.006  -0.697  -0.747  0.210
H  -2.701  4.825  1.421  0.294
H  -1.144  6.504  2.418  0.345
H  0.973  6.946  3.632  0.378
H  2.587  5.021  3.968  0.401
H  2.053  2.859  2.949  0.438
C  0.164  -5.784  2.651  -1.735
C  -0.291  -5.578  1.198  2.257
C  0.431  -6.613  0.331  -2.194
C  -1.802  -5.846  1.099  -1.677
C  -0.004  -4.146  0.749  -0.338
C  -0.566  -3.081  1.441  -0.538
C  -0.357  -1.793  1.005  0.009
Br  -1.045  -0.334  2.064  -0.231
C  0.344  -1.441  -0.175  0.525
O  0.389  -0.230  -0.604  0.452
C  1.003  -2.542  -0.819  -0.766
C  0.797  -3.830  -0.350  -0.165
C  1.922  -2.281  -2.012  2.531
C  2.707  -3.537  -2.415  -2.498
C  2.951  -1.192  -1.660  -1.521
C  1.081  -1.854  -3.220  -1.414
H  -0.047  -6.807  2.978  0.456
H  -0.345  -5.094  3.325  0.314
H  1.239  -5.605  2.732  0.378
H  0.200  -7.619  0.692  0.445
H  1.513  -6.475  0.378  0.384
H  0.116  -6.544  -0.711  0.379
H  -2.029  -6.879  1.387  0.444
H  -2.146  -5.683  0.077  0.366
H  -2.360  -5.174  1.751  0.335
H  -1.165  -3.241  2.330  0.415
H  1.294  -4.635  -0.873  0.420
H  3.299  -3.928  -1.582  0.428
H  3.392  -3.275  -3.224  0.470
H  2.044  -4.325  -2.782  0.410
H  3.522  -1.485  -0.773  0.307
H  2.457  -0.243  -1.464  0.027
H  3.649  -1.047  -2.490  0.503
H  0.384  -2.650  -3.497  0.293
H  1.726  -1.639  -4.079  0.387
H  0.508  -0.959  -3.000  -0.008
O  1.624  0.989  1.327  -0.247
N  2.889  1.277  1.429  0.587
C  3.619  0.597  2.334  -0.281
C  4.960  0.822  2.513  -0.940
C  5.578  1.801  1.731  -0.153
C  4.826  2.503  0.821  -1.062
C  3.448  2.262  0.644  0.495
S  2.488  3.096  -0.468  -0.379
H  3.054  -0.124  2.906  0.505
H  5.507  0.244  3.244  0.388
H  6.636  2.006  1.843  0.351
H  5.260  3.280  0.208  0.395
C  -4.462  3.277  -4.234  -1.199
C  -3.202  3.484  -3.445  1.059
C  -3.107  4.504  -2.493  -0.865
C  -2.006  4.459  -1.664  -0.368
N  -1.051  3.541  -1.765  -0.248
C  -1.132  2.701  -2.842  0.061
S  0.209  1.707  -3.117  -0.388
N  -2.205  2.648  -3.661  -0.488
H  -4.861  4.221  -4.613  0.347
H  -5.202  2.832  -3.566  0.187
H  -4.272  2.590  -5.057  0.342
H  -3.891  5.236  -2.358  0.326
H  -1.887  5.176  -0.859  0.529

Forces on atoms 1 to 6 (eV/Å):
Lu 0.3266 0.4398 -0.2846
C 0.1421 0.3514 -0.0853
S -0.0570 -0.0914 0.1328
C 0.0310 0.1492 -0.1451
S 0.4129 0.1431 0.1568
N -0.5234 0.0805 0.1964

# 2
C32H37Cl3GeKN4O3 as an isolated structure. Source: the OMol25 dataset; level of theory: the ωB97M-V functional and the def2-TZVPD basis.

ΔE to the lowest compared entry with this formula, charge and spin: 4.19 kcal per mole
net charge: -2
gap between HOMO and LUMO (spin up / spin down): 4.88 / 4.34 eV
LUMO level (spin up / spin down): 3.813 / 3.269 eV
E: -156300.2391 eV
spin multiplicity: 2

Each line ends with the Mulliken charge.
Element x y z (Å)
K  -0.146  0.034  -0.536  1.065
C  2.788  1.886  1.243  -0.495
C  2.536  2.387  -0.174  0.437
C  3.347  1.595  -1.196  -1.487
N  2.911  0.215  -1.127  0.223
C  3.718  -0.712  -1.530  0.335
C  4.930  -0.443  -2.271  -0.740
C  6.054  -1.207  -2.479  -0.185
C  6.408  -2.476  -2.020  -0.532
C  5.558  -3.286  -1.266  -0.384
C  4.237  -3.151  -0.907  -0.766
C  3.265  -2.120  -1.210  0.490
N  1.989  -2.280  -1.118  -0.073
C  1.464  -3.569  -0.707  -0.924
C  -0.031  -3.447  -0.426  -0.515
C  -0.428  -3.162  1.024  -1.157
N  -0.050  -1.830  1.470  0.051
C  -0.350  -1.478  2.676  -0.022
C  -1.093  -2.314  3.595  -0.488
C  -1.292  -2.240  4.956  -0.495
C  -0.830  -1.341  5.913  -0.586
C  -0.082  -0.204  5.609  -0.459
C  0.289  0.352  4.408  -0.721
C  0.025  -0.041  3.041  0.612
N  0.137  0.763  2.035  0.825
C  0.425  2.167  2.247  -1.392
C  1.924  2.504  2.336  -0.785
H  3.847  2.056  1.475  0.410
H  2.654  0.801  1.251  0.138
H  2.743  3.462  -0.242  0.353
H  1.489  2.257  -0.450  -0.535
H  4.419  1.712  -0.972  0.557
H  3.200  2.012  -2.204  0.356
H  4.954  0.537  -2.730  0.314
H  6.811  -0.709  -3.086  0.257
H  7.400  -2.847  -2.247  0.277
H  6.007  -4.218  -0.918  0.252
H  3.839  -3.982  -0.341  0.161
H  1.957  -3.974  0.188  0.296
H  1.634  -4.314  -1.500  0.479
H  -0.554  -4.369  -0.712  0.492
H  -0.405  -2.660  -1.084  -0.083
H  0.019  -3.938  1.667  0.591
H  -1.515  -3.297  1.106  0.485
H  -1.549  -3.177  3.128  0.179
H  -1.896  -3.059  5.348  0.269
H  -1.056  -1.542  6.954  0.280
H  0.252  0.370  6.474  0.259
H  0.846  1.274  4.496  0.052
H  -0.087  2.570  3.134  0.532
H  0.003  2.709  1.392  0.243
H  2.312  2.179  3.306  0.353
H  2.018  3.599  2.322  0.427
Cl  2.036  2.761  -5.226  -0.477
Ge  0.158  2.583  -3.850  0.451
Cl  -1.390  2.562  -5.459  -0.447
Cl  0.132  4.657  -3.039  -0.420
C  -2.950  3.219  -2.383  -1.452
C  -1.950  2.310  -1.705  0.982
O  -2.064  2.024  -0.526  -0.693
O  -0.992  1.784  -2.447  -0.109
H  -3.879  3.166  -1.817  0.295
H  -3.108  2.940  -3.421  0.259
H  -2.584  4.246  -2.368  0.437
C  -3.531  0.016  1.398  -0.670
C  -3.481  -0.403  -0.041  0.565
O  -2.656  -1.202  -0.432  -0.547
C  -4.460  0.177  -1.025  0.507
C  -5.524  0.974  -0.616  -0.244
C  -6.400  1.505  -1.553  -0.731
C  -6.204  1.255  -2.903  -0.352
C  -5.134  0.471  -3.316  -0.623
C  -4.269  -0.072  -2.380  -0.327
H  -2.739  -0.490  1.946  -0.381
H  -4.500  -0.254  1.830  0.565
H  -3.405  1.096  1.474  0.278
H  -5.662  1.190  0.435  0.323
H  -7.226  2.127  -1.228  0.370
H  -6.875  1.683  -3.638  0.366
H  -4.961  0.296  -4.370  0.402
H  -3.423  -0.675  -2.682  0.448

Forces on atoms 1 to 6 (eV/Å):
K 0.7743 -0.4545 -0.0114
C 0.0956 -0.1553 -0.0439
C -0.0879 0.0103 -0.0362
C -0.0216 0.0787 -0.0015
N 0.1979 0.0652 -0.0671
C -0.1884 0.0209 0.0128

# 3
C32H37ClFeN2Si2 as an isolated structure in a non-equilibrium geometry. Source: the OMol25 dataset; level of theory: the ωB97M-V functional and the def2-TZVPD basis.

ΔE to the lowest compared entry with this formula, charge and spin: 77.73 kcal per mole
net charge: +1
gap between HOMO and LUMO (spin up / spin down): 5.84 / 6.96 eV
LUMO level (spin up / spin down): -3.059 / -4.119 eV
E: -99420.0631 eV
spin multiplicity: 6

Each line ends with the Mulliken charge.
Element x y z (Å)
C  -2.446  -1.069  -0.380  -0.267
C  -3.102  -0.249  -1.347  -0.782
C  -3.256  -1.018  -2.550  -0.643
H  -3.564  0.728  -1.160  0.437
C  -2.508  -2.258  -2.369  -0.606
C  -2.092  -2.296  -0.993  -0.485
H  -1.759  -3.197  -0.473  0.603
H  -2.372  -0.842  0.689  0.503
H  -3.915  -0.764  -3.373  0.620
H  -2.442  -3.093  -3.064  0.624
Fe  -1.185  -0.621  -2.891  0.079
Si  -0.162  -0.749  -4.891  0.417
C  -0.088  0.803  -6.054  1.089
C  1.003  0.948  -6.919  0.055
H  1.891  0.328  -6.785  0.361
C  0.965  1.860  -7.975  -0.910
H  1.830  1.944  -8.630  0.480
C  -0.154  2.660  -8.184  -0.646
H  -0.174  3.384  -8.998  0.441
C  -1.238  2.532  -7.314  -0.749
H  -2.122  3.154  -7.449  0.414
C  -1.207  1.609  -6.259  -0.468
H  -2.087  1.508  -5.616  0.254
C  -0.099  -1.920  -6.434  0.872
C  -1.190  -2.041  -7.314  -0.698
H  -2.170  -1.653  -7.021  0.338
C  -1.027  -2.596  -8.596  -0.675
H  -1.880  -2.653  -9.269  0.414
C  0.216  -3.069  -9.021  -0.571
H  0.346  -3.487  -10.022  0.392
C  1.291  -2.982  -8.143  -0.819
H  2.278  -3.339  -8.434  0.417
C  1.134  -2.418  -6.870  -0.033
H  2.004  -2.347  -6.219  0.082
H  -1.670  -0.733  -4.422  0.094
Si  3.399  1.724  -4.349  -0.222
C  2.847  -0.051  -4.181  0.865
C  1.530  -0.352  -3.696  1.817
H  1.183  0.350  -2.917  -0.913
C  1.114  -1.748  -3.569  0.567
H  0.361  -1.996  -2.771  0.274
C  2.061  -2.782  -3.858  -1.614
H  1.713  -3.824  -3.843  0.438
C  3.389  -2.435  -4.072  -0.822
H  4.131  -3.230  -4.150  0.447
C  3.780  -1.089  -4.209  -0.774
H  4.845  -0.858  -4.327  0.443
C  2.023  2.988  -4.416  0.914
C  1.077  3.208  -3.406  -1.006
H  1.216  2.743  -2.437  1.377
C  -0.012  4.075  -3.590  -0.938
H  -0.782  4.167  -2.817  0.502
C  -0.096  4.855  -4.748  -0.695
H  -0.932  5.542  -4.899  0.437
C  0.929  4.756  -5.697  -0.546
H  0.888  5.385  -6.591  0.415
C  1.974  3.842  -5.531  -0.405
H  2.753  3.771  -6.291  0.356
H  4.135  1.764  -5.532  -0.169
Cl  4.609  2.152  -2.742  -0.306
N  0.865  -2.140  -0.808  -0.496
C  1.786  -1.098  -0.360  -0.476
C  1.061  0.064  0.328  -1.037
C  0.796  1.243  -0.584  -0.557
N  -0.391  1.028  -1.483  -0.808
H  1.348  -2.990  -1.104  0.306
H  0.195  -2.380  -0.080  0.267
H  2.488  -1.539  0.374  0.540
H  2.374  -0.752  -1.229  0.125
H  0.133  -0.257  0.821  0.434
H  1.736  0.421  1.116  0.387
H  0.580  2.126  0.042  0.625
H  1.692  1.472  -1.174  0.303
H  -0.510  1.885  -2.042  -0.215
H  -1.202  1.064  -0.857  0.528

Forces on atoms 1 to 6 (eV/Å):
C -0.0999 -0.7465 -0.2188
C -0.7070 -1.0283 -0.4880
C 0.1488 -0.0444 0.7103
H 0.2526 -0.4462 -0.1312
C -0.7351 0.4682 0.4323
C -0.8279 0.7782 0.0852